# 1
Density functional theory data (the ωB97M-V functional and the def2-TZVPD basis) for a molecular structure, C37H26N7O3ReS2.

```
76
Properties=species:S:1:pos:R:3:lowdin_spin:R:1
Re -1.01 0.00 0.09 0.9279
N -3.62 -10.04 0.70 0.0000
C -3.30 -8.94 0.63 0.0000
C -2.91 -7.55 0.54 -0.0001
C -2.54 -6.86 1.69 0.0000
C -2.19 -5.53 1.60 -0.0001
C -2.18 -4.88 0.37 0.0000
C -2.54 -5.58 -0.78 -0.0001
C -2.91 -6.91 -0.70 0.0000
C -1.81 -3.44 0.29 -0.0011
C -2.67 -2.54 0.94 0.0031
C -3.91 -2.85 1.52 -0.0004
C -4.51 -1.65 1.87 0.0008
C -3.62 -0.64 1.52 0.0043
N -2.49 -1.16 0.98 0.0099
C -0.70 -3.11 -0.47 0.0054
C 0.14 -4.01 -1.18 0.0137
C 1.08 -3.26 -1.84 0.0040
C 0.81 -1.91 -1.51 0.0145
N -0.23 -1.80 -0.69 0.0068
H -2.54 -7.37 2.65 0.0000
H -1.91 -4.98 2.50 0.0000
H -2.52 -5.08 -1.74 0.0000
H -3.19 -7.46 -1.58 0.0000
H -4.33 -3.84 1.61 0.0000
H -5.48 -1.50 2.31 0.0002
H -3.73 0.42 1.64 0.0000
H 0.04 -5.08 -1.18 0.0007
H 1.87 -3.60 -2.49 0.0001
H 1.34 -1.05 -1.87 0.0003
C -0.35 -0.61 4.49 -0.0007
C 0.98 -0.42 4.78 0.0038
C 1.84 -0.20 3.73 0.0000
C 1.38 -0.17 2.41 0.0018
N 0.06 -0.33 2.13 -0.0016
C -0.76 -0.55 3.17 0.0055
C 2.42 0.11 1.38 -0.0028
C 3.75 -0.21 1.60 0.0012
C 4.73 0.18 0.70 -0.0033
C 4.41 0.90 -0.45 0.0010
C 3.09 1.18 -0.72 -0.0038
C 2.11 0.77 0.19 -0.0044
H -1.09 -0.78 5.26 -0.0001
H 1.35 -0.43 5.80 0.0002
H 2.88 -0.01 3.92 0.0000
H -1.80 -0.68 2.95 0.0006
H 4.04 -0.78 2.47 0.0001
H 5.76 -0.09 0.90 -0.0002
H 5.19 1.20 -1.14 0.0001
H 2.79 1.68 -1.63 -0.0003
O 0.18 1.12 -1.26 0.0033
C 0.73 0.80 -0.19 -0.0325
N -7.50 -3.56 -0.51 0.0000
C -6.54 -2.74 -1.04 0.0000
C -6.70 -1.34 -1.02 0.0000
C -5.71 -0.51 -1.50 0.0000
C -4.53 -1.06 -1.99 0.0000
C -4.35 -2.44 -2.02 0.0000
C -5.35 -3.27 -1.56 0.0000
S -3.27 -0.01 -2.60 0.0012
O -3.88 1.14 -3.20 0.0001
O -2.31 -0.82 -3.28 0.0005
N -2.50 0.57 -1.26 0.0020
C -2.74 1.75 -0.66 0.0158
S -3.62 3.16 -1.09 0.0024
C -3.01 3.92 0.36 0.0114
C -2.18 3.11 1.03 -0.0010
N -2.05 1.86 0.47 0.0096
H -8.43 -3.18 -0.42 0.0000
H -7.49 -4.53 -0.80 0.0000
H -7.63 -0.92 -0.65 0.0000
H -5.86 0.56 -1.51 0.0000
H -3.44 -2.84 -2.44 0.0000
H -5.22 -4.34 -1.59 0.0000
H -3.30 4.93 0.61 0.0007
H -1.66 3.34 1.95 -0.0003
```

net charge: +1
max |F|: 0.52 eV/Å
energy relative to the best compared isomer or geometry (same formula, charge and spin): 0.0 kJ/mol
HOMO energy (spin up / spin down): -10.5 / -10.5 eV
HOMO-LUMO gap (spin up / spin down): 6.614 / 6.593 eV
LUMO level (spin up / spin down): -3.86 / -3.89 eV
2S+1: 2
electronic energy: -79160.0992 eV



# 2
Density functional theory data (the ωB97M-V functional and the def2-TZVPD basis) for 2 unconnected molecules or ions with the total composition C35H25F3NO2 at a distorted geometry.

```
66
Properties=species:S:1:pos:R:3:nbo_charge:R:1
F -0.75 -2.28 3.32 -0.3330
C 0.18 -1.35 3.61 0.9794
F -0.42 -0.18 3.91 -0.3347
F 0.94 -1.76 4.64 -0.3360
C 1.07 -1.15 2.40 -0.2648
C 1.66 0.09 2.18 -0.1696
C 2.49 0.29 1.10 -0.3082
C 2.75 -0.76 0.21 0.1289
C 3.59 -0.54 -0.92 -0.6559
C 3.89 -1.47 -1.80 0.2905
N 4.11 -2.36 -2.57 -0.5319
C 2.15 -2.01 0.44 -0.2886
C 1.33 -2.19 1.53 -0.1750
H 1.46 0.89 2.87 0.2032
H 2.94 1.25 0.93 0.1925
H 4.00 0.44 -1.08 0.1925
H 2.35 -2.82 -0.24 0.2178
H 0.86 -3.15 1.71 0.2062
C 9.82 0.88 5.86 -0.2507
O 8.57 0.36 5.47 -0.4882
C 8.24 0.58 4.15 0.3258
C 7.01 0.08 3.69 -0.2610
C 6.61 0.25 2.40 -0.1400
C 7.45 0.88 1.46 -0.1452
C 7.06 0.95 0.07 -0.0344
C 7.93 0.75 -1.00 -0.1270
C 7.50 0.92 -2.34 -0.1115
C 8.28 0.59 -3.41 -0.1336
C 7.81 0.79 -4.78 -0.0615
C 7.22 2.00 -5.16 -0.1431
C 6.76 2.19 -6.44 -0.2380
C 6.88 1.17 -7.37 -0.2142
C 7.47 -0.02 -7.02 -0.2135
C 7.94 -0.21 -5.74 -0.1563
C 9.62 0.04 -3.19 0.5496
O 10.34 -0.27 -4.13 -0.5907
C 10.06 -0.11 -1.81 -0.1641
C 11.40 -0.64 -1.51 0.0477
C 12.21 0.01 -0.57 -0.2259
C 13.46 -0.48 -0.27 -0.2183
C 13.92 -1.63 -0.88 -0.2233
C 13.14 -2.28 -1.81 -0.2014
C 11.89 -1.78 -2.13 -0.2017
C 9.24 0.24 -0.79 -0.1354
C 8.67 1.41 1.93 -0.1071
C 9.05 1.28 3.23 -0.3451
H 9.98 0.63 6.91 0.1965
H 10.62 0.43 5.27 0.1765
H 9.83 1.96 5.75 0.1734
H 6.39 -0.47 4.38 0.2295
H 5.67 -0.15 2.06 0.2420
H 6.01 1.06 -0.15 0.2297
H 6.51 1.30 -2.53 0.2216
H 7.14 2.79 -4.43 0.1983
H 6.32 3.13 -6.72 0.2040
H 6.52 1.32 -8.38 0.2030
H 7.56 -0.82 -7.74 0.2074
H 8.42 -1.13 -5.46 0.2238
H 11.84 0.90 -0.11 0.2064
H 14.07 0.04 0.45 0.2045
H 14.90 -2.01 -0.63 0.2037
H 13.50 -3.17 -2.28 0.2067
H 11.28 -2.27 -2.87 0.2277
H 9.57 0.06 0.22 0.2175
H 9.30 1.96 1.24 0.2075
H 9.98 1.71 3.56 0.2152
```

net charge: -1
max |F|: 6.15 eV/Å
energy relative to the best compared isomer or geometry (same formula, charge and spin): 0.0 kJ/mol
HOMO energy: -3.0 eV
HOMO-LUMO gap: 4.068 eV
LUMO level: 1.02 eV
electronic energy: -50438.9297 eV



# 3
Density functional theory data (the ωB97M-V functional and the def2-TZVPD basis) for a single C9H18O3Si molecule at a distorted geometry.

```
31
Properties=species:S:1:pos:R:3:nbo_charge:R:1
C 1.75 0.73 2.75 -0.5091
C 0.67 1.26 2.19 0.2741
C 0.45 0.98 0.75 -0.4685
C 1.19 0.14 -0.07 0.6554
O 2.44 -0.15 0.35 -0.4974
C 3.20 -0.76 -0.64 -0.2701
O 0.65 -0.37 -1.21 -0.8517
Si -0.97 -1.02 -1.42 1.8646
C -1.29 -2.20 -0.08 -1.1835
C -1.17 -1.98 -3.12 -1.0827
C -2.22 0.37 -1.04 -1.1222
O -0.12 2.07 2.97 -0.5070
C -0.76 3.07 2.12 -0.2590
H 2.49 0.28 2.08 0.2354
H 1.84 0.84 3.81 0.1999
H -0.46 1.28 0.27 0.2125
H 4.21 -0.41 -0.50 0.2044
H 2.98 -0.32 -1.67 0.1840
H 2.96 -1.81 -0.80 0.1897
H -1.05 -3.26 -0.37 0.2419
H -0.70 -2.01 0.81 0.2611
H -2.31 -2.11 0.22 0.2447
H -2.04 -2.56 -3.12 0.2375
H -1.32 -1.32 -4.01 0.2394
H -0.30 -2.61 -3.29 0.2396
H -2.27 0.27 0.05 0.2389
H -3.21 0.38 -1.40 0.2467
H -1.75 1.27 -1.28 0.2321
H -1.59 2.60 1.60 0.1685
H -0.03 3.48 1.42 0.1855
H -1.26 3.87 2.64 0.1954
```

SMILES: C=C(/C=C(\OC)O[Si](C)(C)C)OC
max |F|: 4.72 eV/Å
energy relative to the best compared isomer or geometry (same formula, charge and spin): 289.3 kJ/mol
HOMO energy: -7.2 eV
HOMO-LUMO gap: 7.802 eV
LUMO level: 0.62 eV
electronic energy: -23643.2249 eV



# 4
Density functional theory data (the ωB97M-V functional and the def2-TZVPD basis) for a molecular structure, C24H43Cl2N4O4SSiTi at a distorted geometry.

```
80
Properties=species:S:1:pos:R:3:lowdin_spin:R:1
C -2.06 0.72 -4.78 0.0000
C -1.75 -0.30 -3.68 0.0000
H -1.32 1.54 -4.73 0.0000
H -3.07 1.16 -4.69 0.0000
H -1.99 0.27 -5.80 0.0000
C -0.95 -1.35 -4.00 0.0001
C -0.08 -1.44 -5.20 0.0001
H -0.88 -2.24 -3.38 0.0001
H 0.67 -0.64 -5.17 0.0000
H -0.60 -1.33 -6.15 0.0000
H 0.49 -2.37 -5.25 0.0001
Ti 1.86 0.47 0.99 1.0495
Cl -3.77 2.47 0.43 0.0000
C 0.33 -1.78 2.39 0.0048
O 1.36 -1.17 1.94 0.0162
N 0.39 -2.74 3.27 0.0009
C 1.60 -3.50 3.65 0.0029
C -0.89 -3.20 3.81 0.0005
H -0.66 -1.51 2.02 0.0001
H 2.41 -2.82 3.95 0.0018
H 1.94 -4.14 2.83 0.0022
H 1.35 -4.15 4.50 0.0002
H -1.53 -2.33 4.04 0.0005
H -0.76 -3.79 4.71 0.0000
H -1.40 -3.81 3.06 0.0000
H 2.05 0.93 4.53 0.0003
H -0.36 2.82 4.33 0.0004
C 2.45 1.94 4.64 0.0008
C 0.52 3.48 4.39 0.0003
N 1.69 2.87 3.79 0.0029
H 3.51 1.97 4.35 0.0002
C 1.90 2.94 2.50 0.0092
O 2.58 2.06 1.88 0.0226
H 0.27 4.42 3.88 0.0001
H 1.40 3.73 1.92 0.0005
H 2.35 2.26 5.68 0.0001
H 0.71 3.71 5.43 0.0000
H 4.02 -0.89 -2.70 -0.0001
H 2.64 -3.40 -2.12 0.0035
C 4.55 -1.09 -1.77 0.0310
C 3.59 -3.37 -1.54 0.0134
N 3.77 -2.05 -0.96 0.1448
H 4.67 -0.16 -1.22 0.0019
C 3.65 -1.79 0.35 0.3887
O 3.61 -0.59 0.77 0.1440
H 3.50 -4.12 -0.76 0.0095
H 3.77 -2.62 1.04 0.0653
H 5.53 -1.52 -1.97 0.0146
H 4.47 -3.61 -2.18 0.0032
O -2.20 1.34 -1.83 0.0000
C -2.40 -0.04 -2.26 0.0000
C -0.72 -1.60 -1.14 0.0005
C -2.03 -1.13 -1.21 0.0002
H 0.03 -0.97 -1.64 -0.0001
C -0.42 -2.80 -0.51 0.0035
H -3.47 -0.24 -2.50 0.0000
C -2.95 -1.65 -0.28 0.0002
H 0.57 -3.27 -0.67 0.0027
C -1.39 -3.44 0.25 0.0006
C -2.64 -2.82 0.43 0.0003
H -3.89 -1.11 -0.09 0.0000
H -1.20 -4.46 0.67 0.0001
H -3.39 -3.28 1.08 0.0000
Si -2.67 2.99 -1.26 0.0000
Cl 1.79 0.56 -1.05 -0.0050
C -0.81 3.35 -0.95 0.0002
C -2.94 5.02 -0.63 0.0000
C -3.35 3.61 -2.89 0.0000
H -0.25 2.65 -1.60 0.0001
H -0.47 3.08 0.07 0.0001
H -0.37 4.34 -1.15 0.0000
H -2.63 3.53 -3.69 0.0000
H -3.80 4.60 -2.94 0.0000
H -4.13 2.90 -3.13 0.0000
H -2.60 5.15 0.41 0.0000
H -3.98 5.28 -0.61 0.0000
H -2.45 5.79 -1.22 0.0000
S -1.91 0.63 3.47 0.0263
C -0.87 0.97 2.33 0.0313
N 0.00 1.09 1.50 0.0016
```

net charge: -1
max |F|: 4.74 eV/Å
energy relative to the best compared isomer or geometry (same formula, charge and spin): 278.8 kJ/mol
HOMO energy (spin up / spin down): -1.3 / -3.5 eV
HOMO-LUMO gap (spin up / spin down): 3.279 / 5.382 eV
LUMO level (spin up / spin down): 1.95 / 1.91 eV
2S+1: 3
electronic energy: -106611.0496 eV